1.
A 17-piece molecular cluster, C2H36O18 overall at a distorted geometry. Source: the OMol25 dataset; level of theory: wB97M-V/def2-TZVPD.

```
56
Properties=species:S:1:pos:R:3
O 2.220 3.012 -0.010
C 2.379 1.813 0.019
O 1.311 0.988 -0.014
C 3.670 1.160 -0.382
H 0.557 1.318 0.577
H 3.553 0.079 -0.415
H 4.439 1.370 0.357
H 3.987 1.418 -1.388
H -0.818 2.875 -1.389
H 0.342 3.715 -0.784
O -0.609 3.713 -0.945
H -0.199 1.236 -1.152
H -0.575 0.337 -2.327
O -0.934 1.053 -1.765
H -1.843 -1.457 0.253
H -1.975 0.147 -0.344
O -1.845 -0.495 0.355
H 1.031 1.931 3.580
H 2.006 2.838 2.842
O 1.086 2.560 2.855
H -1.576 0.432 2.821
H -2.444 -0.386 1.927
O -2.370 -0.106 2.876
H -0.756 -1.409 -4.327
H 0.349 -2.049 -3.412
O -0.151 -1.189 -3.611
H 1.530 -0.323 3.815
H 2.278 -0.077 2.456
O 2.220 0.176 3.376
H -3.375 2.022 -2.081
H -3.543 2.699 -0.623
O -3.912 2.133 -1.299
H -0.328 -3.416 -2.191
H 1.299 -3.254 -2.157
O 0.528 -3.565 -2.629
H -1.643 -2.283 3.578
H -1.413 -2.113 2.075
O -1.395 -2.759 2.780
H -1.175 -1.393 -1.959
H -2.139 -2.394 -1.824
O -1.310 -2.147 -1.380
H 1.467 -2.848 0.265
H 2.337 -4.067 0.655
O 2.341 -3.228 0.199
H 0.669 -1.115 1.816
H 0.418 -2.513 2.296
O 1.151 -1.904 2.103
H -4.314 -0.228 -0.933
H -3.438 0.109 -2.144
O -3.969 -0.582 -1.757
H 1.864 -1.548 -1.167
H 2.917 -0.998 -2.027
O 1.998 -1.260 -2.082
H -0.614 2.648 1.947
H -0.951 2.596 0.487
O -0.781 1.999 1.250
```

Output
Highest occupied orbital energy   -10.958 eV
Energy above the lowest of the compared OMol25 structures with the same formula, charge and spin   21.4 kJ/mol
Frontier orbital gap   0.4013 Ha
Spin multiplicity   1
Charge   0
LUMO   -0.0014 Eh

Mulliken population analysis, charges in e, atoms 1 to 4: -0.60 0.59 0.48 -1.12



2.
A 18-piece molecular cluster, C2H39O18 overall at a distorted geometry. Source: the OMol25 dataset; level of theory: wB97M-V/def2-TZVPD.

```
59
Properties=species:S:1:pos:R:3
C -1.038 -0.077 0.589
C 0.090 0.937 0.368
O -0.233 1.950 -0.581
H -1.890 0.459 1.008
H -0.808 -0.905 1.266
H -1.238 -0.657 -0.314
H 0.980 0.425 -0.015
H 0.304 1.286 1.383
O -1.846 3.200 1.867
H -2.740 3.030 1.560
H -1.291 2.980 1.113
O 1.219 -1.888 -2.543
H 1.029 -2.135 -1.627
H 1.904 -1.205 -2.478
O -4.108 -1.707 -0.160
H -3.581 -2.243 0.442
H -3.646 -1.780 -1.009
O 3.378 -0.181 -1.840
H 4.214 -0.024 -2.287
H 2.888 0.642 -1.985
O -2.952 -1.725 -2.540
H -2.188 -1.156 -2.771
H -3.223 -2.114 -3.373
O 1.027 -2.915 0.054
H 0.099 -3.127 -0.105
H 1.097 -2.847 1.016
O -0.853 -0.193 -2.960
H -0.078 -0.770 -2.910
H -0.735 0.443 -2.240
O 0.253 4.713 -1.120
H -0.414 4.738 -1.809
H 0.179 3.823 -0.747
O -1.562 -3.955 -0.183
H -2.419 -4.378 -0.080
H -1.295 -4.163 -1.083
O 1.602 -2.693 2.795
H 1.423 -1.857 3.243
H 2.467 -2.952 3.118
O 4.367 -0.448 0.654
H 3.924 -0.085 -0.127
H 4.710 -1.294 0.363
O -2.883 2.221 -1.684
H -3.081 1.301 -1.864
H -1.978 2.217 -1.346
O 1.770 2.129 -2.659
H 1.367 2.879 -3.100
H 1.148 1.899 -1.957
O 0.073 2.376 3.925
H -0.447 2.721 3.187
H 0.825 2.970 3.979
O 2.031 3.403 0.982
H 2.740 2.769 1.108
H 1.310 2.886 0.601
O 1.937 0.070 3.260
H 1.618 0.200 2.363
H 2.334 0.910 3.497
O -2.923 -3.522 1.770
H -2.060 -3.453 1.348
H -2.797 -3.127 2.637
```

Output
Highest occupied orbital energy   -5.991 eV
Energy above the lowest of the compared OMol25 structures with the same formula, charge and spin   0.0 kJ/mol
Frontier orbital gap   0.3066 Ha
Spin multiplicity   1
Charge   -1
LUMO   0.0864 Eh

Mulliken population analysis, charges in e, atoms 1 to 4: -0.39 0.07 -0.22 0.23



3.
C2H3AgFO2P as an isolated structure at a distorted geometry. Source: the OMol25 dataset; level of theory: wB97M-V/def2-TZVPD.

```
10
Properties=species:S:1:pos:R:3
P 1.683 -1.275 -0.624
F 2.595 1.069 2.127
O 0.140 -1.091 0.397
C -1.045 -0.676 -0.190
H -1.675 -1.440 -0.649
H 1.209 -0.440 -1.685
C -1.319 0.647 -0.159
O -0.490 1.535 0.364
Ag 1.169 0.663 1.001
H -2.267 1.007 -0.582
```

Output
<S²>   0.759
Highest occupied orbital energy (spin up / spin down)   -3.526 / -3.611 eV
Frontier orbital gap (spin up / spin down)   0.2797 / 0.2345 Ha
Spin multiplicity   2
Charge   -1
LUMO (spin up / spin down)   0.1502 / 0.1018 Eh

Mulliken population analysis, charges in e, atoms 1 to 4: 0.05 -0.89 -0.52 -0.40



4.
C2H3AuLiO2 as an isolated structure at a distorted geometry. Source: the OMol25 dataset; level of theory: wB97M-V/def2-TZVPD.

```
9
Properties=species:S:1:pos:R:3
H -0.373 1.697 -2.286
O 1.272 -0.038 -0.568
C 0.808 -0.524 0.608
C -0.464 -0.218 0.977
O -1.213 0.444 0.055
Li -0.684 -0.999 -1.090
Au 0.143 1.428 -0.776
H 1.446 -1.198 1.189
H -0.936 -0.591 1.891
```

Output
<S²>   2.008
Highest occupied orbital energy (spin up / spin down)   -13.735 / -13.654 eV
Energy above the lowest of the compared OMol25 structures with the same formula, charge and spin   146.1 kJ/mol
Frontier orbital gap (spin up / spin down)   0.3349 / 0.2421 Ha
Spin multiplicity   3
Charge   +1
LUMO (spin up / spin down)   -0.1698 / -0.2597 Eh

Mulliken population analysis, charges in e, atoms 1 to 4: 0.02 -0.55 -0.02 0.00



5.
C2H3BiO as an isolated structure at a distorted geometry. Source: the OMol25 dataset; level of theory: wB97M-V/def2-TZVPD.

```
7
Properties=species:S:1:pos:R:3
H -2.171 0.425 -1.181
O -0.342 -0.172 -0.134
C -1.644 -0.276 -0.255
C -2.509 0.598 0.387
H -3.570 0.334 0.375
H -2.149 1.226 1.210
Bi 1.535 -0.099 0.054
```

Output
Highest occupied orbital energy (spin up / spin down)   -20.459 / -18.817 eV
Energy above the lowest of the compared OMol25 structures with the same formula, charge and spin   102.8 kJ/mol
Frontier orbital gap (spin up / spin down)   0.2981 / 0.2306 Ha
Spin multiplicity   1
Charge   +2
LUMO (spin up / spin down)   -0.4538 / -0.4610 Eh

Mulliken population analysis, charges in e, atoms 1 to 4: 0.31 -0.35 0.40 -0.33



6.
C2H3Br2NO2 as an isolated structure at a distorted geometry. Source: the OMol25 dataset; level of theory: wB97M-V/def2-TZVPD.

```
10
Properties=species:S:1:pos:R:3
C 0.390 0.693 -0.136
C 0.706 -1.424 0.911
N -1.496 1.742 -0.594
O 1.295 1.340 -0.495
O -0.118 -0.379 0.351
Br -0.931 3.188 -1.628
Br -2.285 0.362 -1.649
H 0.243 -2.414 0.593
H 0.371 -1.714 1.910
H 1.825 -1.395 0.737
```

Output
Highest occupied orbital energy (spin up / spin down)   -8.361 / -8.363 eV
Energy above the lowest of the compared OMol25 structures with the same formula, charge and spin   212.9 kJ/mol
Frontier orbital gap (spin up / spin down)   0.3006 / 0.3007 Ha
Spin multiplicity   1
Charge   0
LUMO (spin up / spin down)   -0.0066 / -0.0066 Eh

Mulliken population analysis, charges in e, atoms 1 to 4: 0.81 -0.67 -0.39 -0.34



7.
A 2-piece molecular cluster, C2H3BrCl2 overall at a distorted geometry. Source: the OMol25 dataset; level of theory: wB97M-V/def2-TZVPD.

```
8
Properties=species:S:1:pos:R:3
C 1.111 0.195 -0.926
C 0.893 1.282 -0.189
Cl 0.508 2.789 -0.874
Cl -2.303 -2.313 1.135
Br 0.638 1.114 1.668
H 1.331 -0.853 -0.642
H -3.394 -2.348 1.855
H 1.218 0.133 -2.027
```

Output
<S²>   2.008
Highest occupied orbital energy (spin up / spin down)   -5.877 / -10.810 eV
Energy above the lowest of the compared OMol25 structures with the same formula, charge and spin   0.0 kJ/mol
Frontier orbital gap (spin up / spin down)   0.2408 / 0.3020 Ha
Spin multiplicity   3
Charge   0
LUMO (spin up / spin down)   0.0248 / -0.0952 Eh

Mulliken population analysis, charges in e, atoms 1 to 4: -0.94 0.54 -0.15 -0.25



8.
A 2-piece molecular cluster, C2H3BrCl2O overall at a distorted geometry. Source: the OMol25 dataset; level of theory: wB97M-V/def2-TZVPD.

```
9
Properties=species:S:1:pos:R:3
C -0.702 1.104 0.555
C 0.603 -0.494 -0.772
O 1.182 -1.171 0.225
Cl 1.707 0.327 -1.735
Cl -0.840 -1.093 -1.643
Br -1.216 0.126 2.029
H -1.593 1.470 0.029
H 0.232 1.638 0.697
H 0.627 -1.908 0.615
```

Output
Highest occupied orbital energy (spin up / spin down)   -7.915 / -8.149 eV
Energy above the lowest of the compared OMol25 structures with the same formula, charge and spin   284.3 kJ/mol
Frontier orbital gap (spin up / spin down)   0.2932 / 0.3051 Ha
Spin multiplicity   1
Charge   0
LUMO (spin up / spin down)   0.0023 / 0.0056 Eh

Mulliken population analysis, charges in e, atoms 1 to 4: -0.62 0.32 -0.43 -0.13



9.
C2H3BrFI as an isolated structure at a distorted geometry. Source: the OMol25 dataset; level of theory: wB97M-V/def2-TZVPD.

```
8
Properties=species:S:1:pos:R:3
C -0.132 0.917 -0.144
C -1.377 -1.820 -0.288
F -1.069 -2.252 -1.526
Br -3.160 -1.628 0.079
I -2.043 1.640 0.157
H 0.484 0.891 0.729
H 0.246 1.029 -1.135
H -0.726 -2.263 0.458
```

Output
Highest occupied orbital energy (spin up / spin down)   -8.281 / -8.577 eV
Energy above the lowest of the compared OMol25 structures with the same formula, charge and spin   360.0 kJ/mol
Frontier orbital gap (spin up / spin down)   0.3026 / 0.3041 Ha
Spin multiplicity   1
Charge   0
LUMO (spin up / spin down)   -0.0017 / -0.0111 Eh

Mulliken population analysis, charges in e, atoms 1 to 4: -0.86 -0.09 -0.19 -0.04



10.
A 2-piece molecular cluster, C2H3BrFNO2 overall at a distorted geometry. Source: the OMol25 dataset; level of theory: wB97M-V/def2-TZVPD.

```
10
Properties=species:S:1:pos:R:3
C -0.149 1.186 -0.152
C -1.102 0.306 -0.402
N -1.231 -0.964 0.301
O -0.384 -1.198 1.136
O -2.150 -1.676 -0.006
F -2.022 0.443 -1.346
Br 3.594 -0.300 -0.275
H -0.062 2.096 -0.716
H 0.559 0.992 0.633
H 2.947 -0.883 0.827
```

Output
SMILES   C=C(F)[N+](=O)[O-].Br
Highest occupied orbital energy   -11.115 eV
Energy above the lowest of the compared OMol25 structures with the same formula, charge and spin   49.6 kJ/mol
Frontier orbital gap   0.3781 Ha
Spin multiplicity   1
Charge   0
LUMO   -0.0304 Eh

Mulliken population analysis, charges in e, atoms 1 to 4: -0.62 0.41 0.98 -0.57



11.
A 2-piece molecular cluster, C2H3BrFNO2 overall at a distorted geometry. Source: the OMol25 dataset; level of theory: wB97M-V/def2-TZVPD.

```
10
Properties=species:S:1:pos:R:3
C 0.385 -0.133 0.087
C 1.235 0.951 0.613
N 1.796 1.911 -0.284
O 1.368 1.930 -1.381
O 2.520 2.821 0.165
F 1.147 1.243 1.925
Br 3.608 -0.861 -0.232
H 0.609 -0.980 0.873
H -0.708 0.184 0.304
H 0.447 -0.548 -0.986
```

Output
Highest occupied orbital energy (spin up / spin down)   -11.060 / -9.888 eV
Energy above the lowest of the compared OMol25 structures with the same formula, charge and spin   266.8 kJ/mol
Frontier orbital gap (spin up / spin down)   0.3239 / 0.2287 Ha
Spin multiplicity   1
Charge   0
LUMO (spin up / spin down)   -0.0825 / -0.1347 Eh

Mulliken population analysis, charges in e, atoms 1 to 4: -0.78 0.10 1.05 -0.52



12.
A 2-piece molecular cluster, C2H3BrN overall at a distorted geometry. Source: the OMol25 dataset; level of theory: wB97M-V/def2-TZVPD.

```
7
Properties=species:S:1:pos:R:3
C 1.339 0.709 0.892
C 2.887 -0.074 -0.486
N 0.301 0.245 0.035
Br 4.404 0.568 -0.020
H 0.879 -0.256 -0.656
H -0.543 0.812 -0.438
H -0.250 -0.424 0.631
```

Output
Highest occupied orbital energy (spin up / spin down)   -13.723 / -13.566 eV
Energy above the lowest of the compared OMol25 structures with the same formula, charge and spin   631.3 kJ/mol
Frontier orbital gap (spin up / spin down)   0.2573 / 0.2580 Ha
Spin multiplicity   1
Charge   +1
LUMO (spin up / spin down)   -0.2471 / -0.2405 Eh

Mulliken population analysis, charges in e, atoms 1 to 4: -0.14 -0.13 -0.30 0.33